No. 1
Entry from OMol25: C33H59N2O2P2Ru as an isolated structure in a non-equilibrium geometry (the ωB97M-V functional and the def2-TZVPD basis).

Kohn-Sham gap (alpha / beta)	0.2798 / 0.2134	Eh
energy	-63386.200	eV
LUMO energy (alpha / beta)	-0.3378 / -0.4564	Ha
total charge	+3
expectation value of S²	6.049
multiplicity	5

Geometry as XYZ:
```
99
C33H59N2O2P2Ru the ωB97M-V functional and the def2-TZVPD basis
C -2.227 0.945 -2.110
C -2.629 -1.237 -1.264
C -3.386 0.902 -2.878
C -3.885 -1.243 -1.921
C -4.243 -0.189 -2.735
H -3.598 1.748 -3.524
H -4.502 -2.128 -1.774
H -5.191 -0.190 -3.270
N -1.854 -0.093 -1.348
P -0.440 2.365 -0.468
P -0.374 -2.340 -0.092
C -1.322 2.166 -2.096
H -0.575 2.070 -2.899
H -1.909 3.060 -2.340
C -2.096 -2.339 -0.566
H -2.745 -3.205 -0.426
C 0.440 -3.335 -1.540
C -0.335 -3.458 1.476
C 1.088 3.486 -0.805
C -1.792 3.342 0.482
C 1.957 -3.159 -1.483
H 2.390 -3.480 -0.530
H 2.425 -3.761 -2.276
H 2.226 -2.110 -1.650
C 0.067 -4.822 -1.487
H 0.482 -5.344 -0.617
H -1.021 -4.966 -1.518
H 0.485 -5.314 -2.380
C -0.061 -2.776 -2.872
H 0.394 -3.346 -3.697
H -1.147 -2.861 -2.971
H 0.227 -1.726 -2.992
C 1.093 -3.971 1.716
H 1.801 -3.132 1.782
H 1.114 -4.493 2.685
H 1.442 -4.684 0.960
C -0.734 -2.652 2.718
H -0.034 -1.832 2.917
H -1.753 -2.255 2.650
H -0.701 -3.330 3.585
C -1.343 -4.613 1.385
H -1.146 -5.323 0.580
H -1.291 -5.174 2.331
H -2.364 -4.235 1.277
C -1.265 3.530 1.913
H -1.982 4.147 2.475
H -1.180 2.569 2.435
H -0.290 4.033 1.952
C -3.123 2.569 0.521
H -3.628 2.570 -0.454
H -3.018 1.539 0.864
H -3.785 3.078 1.239
C -2.135 4.698 -0.165
H -3.100 5.036 0.244
H -1.413 5.485 0.063
H -2.256 4.627 -1.253
C 1.413 3.457 -2.301
H 0.609 3.890 -2.909
H 2.323 4.048 -2.486
H 1.612 2.440 -2.646
C 2.279 2.927 -0.016
H 2.498 1.891 -0.297
H 3.168 3.539 -0.234
H 2.102 2.976 1.068
C 0.927 4.959 -0.412
H 0.192 5.475 -1.040
H 0.687 5.097 0.648
H 1.893 5.459 -0.590
Ru -0.177 0.058 -0.095
C -1.154 0.149 1.437
O -1.764 0.201 2.445
N 1.372 0.295 -1.692
C 1.906 0.011 -2.696
C 2.853 -0.069 -3.850
C 2.345 -1.119 -4.837
C 2.935 1.285 -4.556
C 4.233 -0.450 -3.315
H 2.335 -2.115 -4.374
H 1.328 -0.865 -5.165
H 2.997 -1.153 -5.721
H 3.394 2.038 -3.903
H 3.559 1.191 -5.455
H 1.938 1.626 -4.862
H 4.956 -0.496 -4.141
H 4.579 0.303 -2.594
H 4.205 -1.430 -2.820
C 3.193 0.523 3.347
C 3.682 -0.750 2.657
C 2.987 -0.658 1.317
O 1.690 -0.074 1.594
C 1.778 0.687 2.818
H 3.219 0.482 4.439
H 3.796 1.376 3.004
H 3.324 -1.641 3.198
H 4.766 -0.810 2.562
H 3.542 0.003 0.631
H 2.827 -1.615 0.810
H 1.040 0.296 3.532
H 1.515 1.734 2.599
```



No. 2
Entry from OMol25: C33H60OPSbW as an isolated structure in a non-equilibrium geometry (the ωB97M-V functional and the def2-TZVPD basis).

Kohn-Sham gap (alpha / beta)	0.2163 / 0.2013	Eh
energy	-54852.052	eV
LUMO energy (alpha / beta)	-0.5314 / -0.5465	Ha
total charge	+4
expectation value of S²	2.041
multiplicity	3

Geometry as XYZ:
```
97
C33H60OPSbW the ωB97M-V functional and the def2-TZVPD basis
W 2.170 0.782 0.228
C 4.640 0.738 -0.237
C 4.003 1.630 -1.127
C 3.294 2.746 -0.628
C 3.115 2.890 0.765
C 3.703 1.957 1.653
C 4.518 0.916 1.152
H 5.209 -0.096 -0.628
H 4.069 1.458 -2.195
H 2.811 3.430 -1.316
H 2.503 3.693 1.159
H 3.540 2.059 2.720
H 5.009 0.231 1.829
C -0.527 -1.710 3.667
C 0.086 -2.572 2.598
C -0.868 -3.082 1.547
Sb 2.015 -1.760 1.718
C 2.398 -2.996 -0.021
C 3.381 -2.390 -1.002
C 2.780 -4.421 0.367
C 3.216 -2.095 3.508
C 3.550 -3.578 3.613
C 4.443 -1.238 3.747
H -1.201 -2.332 4.263
H -1.136 -0.920 3.238
H 0.200 -1.288 4.363
H 0.706 -3.370 3.018
H -1.519 -2.291 1.172
H -1.522 -3.822 2.019
H -0.379 -3.598 0.721
H 1.397 -2.996 -0.471
H 4.388 -2.324 -0.584
H 3.066 -1.389 -1.349
H 3.442 -3.014 -1.895
H 3.797 -4.470 0.757
H 2.742 -5.046 -0.526
H 2.102 -4.868 1.096
H 2.451 -1.839 4.250
H 4.342 -3.862 2.921
H 2.697 -4.241 3.465
H 3.919 -3.759 4.624
H 5.230 -1.445 3.018
H 4.855 -1.489 4.725
H 4.213 -0.171 3.778
O 0.426 0.776 -0.208
P -1.176 1.306 -0.742
C -0.748 2.400 -2.137
C 0.471 2.085 -3.023
C 0.186 1.206 -4.232
C -0.940 1.804 -5.072
C -2.202 1.968 -4.237
C -1.983 2.816 -2.996
C -1.627 2.373 0.649
C -2.935 3.172 0.376
C -3.442 3.737 1.701
C -3.884 2.631 2.658
C -3.059 1.348 2.476
C -1.642 1.681 2.022
C -1.994 -0.305 -0.738
C -3.549 -0.290 -0.713
C -4.211 -0.560 -2.058
C -3.656 -1.819 -2.705
C -2.161 -1.689 -2.934
C -1.399 -1.410 -1.639
H -0.492 3.292 -1.544
H 1.298 1.669 -2.424
H 0.821 3.057 -3.383
H -0.069 0.195 -3.910
H 1.098 1.121 -4.825
H -1.146 1.169 -5.933
H -0.617 2.769 -5.473
H -2.581 0.979 -3.955
H -2.994 2.438 -4.821
H -2.893 2.871 -2.392
H -1.762 3.846 -3.293
H -0.807 3.108 0.638
H -3.708 2.538 -0.074
H -2.725 3.976 -0.332
H -4.273 4.414 1.501
H -2.653 4.350 2.148
H -4.940 2.404 2.512
H -3.782 2.992 3.682
H -3.532 0.679 1.747
H -3.028 0.795 3.416
H -0.986 0.803 2.017
H -1.200 2.380 2.737
H -1.708 -0.555 0.298
H -3.930 0.632 -0.260
H -3.818 -1.096 -0.023
H -4.105 0.304 -2.726
H -5.280 -0.667 -1.874
H -4.160 -2.015 -3.651
H -3.861 -2.681 -2.062
H -1.970 -0.907 -3.667
H -1.756 -2.606 -3.365
H -0.337 -1.220 -1.846
H -1.432 -2.324 -1.031
```



Which value of energy does entry 2 give?
-54852.052 eV



Copy entry 2 word for word.
Entry from OMol25: C33H60OPSbW as an isolated structure in a non-equilibrium geometry (the ωB97M-V functional and the def2-TZVPD basis).

Kohn-Sham gap (alpha / beta)	0.2163 / 0.2013	Eh
energy	-54852.052	eV
LUMO energy (alpha / beta)	-0.5314 / -0.5465	Ha
total charge	+4
expectation value of S²	2.041
multiplicity	3

Geometry as XYZ:
```
97
C33H60OPSbW the ωB97M-V functional and the def2-TZVPD basis
W 2.170 0.782 0.228
C 4.640 0.738 -0.237
C 4.003 1.630 -1.127
C 3.294 2.746 -0.628
C 3.115 2.890 0.765
C 3.703 1.957 1.653
C 4.518 0.916 1.152
H 5.209 -0.096 -0.628
H 4.069 1.458 -2.195
H 2.811 3.430 -1.316
H 2.503 3.693 1.159
H 3.540 2.059 2.720
H 5.009 0.231 1.829
C -0.527 -1.710 3.667
C 0.086 -2.572 2.598
C -0.868 -3.082 1.547
Sb 2.015 -1.760 1.718
C 2.398 -2.996 -0.021
C 3.381 -2.390 -1.002
C 2.780 -4.421 0.367
C 3.216 -2.095 3.508
C 3.550 -3.578 3.613
C 4.443 -1.238 3.747
H -1.201 -2.332 4.263
H -1.136 -0.920 3.238
H 0.200 -1.288 4.363
H 0.706 -3.370 3.018
H -1.519 -2.291 1.172
H -1.522 -3.822 2.019
H -0.379 -3.598 0.721
H 1.397 -2.996 -0.471
H 4.388 -2.324 -0.584
H 3.066 -1.389 -1.349
H 3.442 -3.014 -1.895
H 3.797 -4.470 0.757
H 2.742 -5.046 -0.526
H 2.102 -4.868 1.096
H 2.451 -1.839 4.250
H 4.342 -3.862 2.921
H 2.697 -4.241 3.465
H 3.919 -3.759 4.624
H 5.230 -1.445 3.018
H 4.855 -1.489 4.725
H 4.213 -0.171 3.778
O 0.426 0.776 -0.208
P -1.176 1.306 -0.742
C -0.748 2.400 -2.137
C 0.471 2.085 -3.023
C 0.186 1.206 -4.232
C -0.940 1.804 -5.072
C -2.202 1.968 -4.237
C -1.983 2.816 -2.996
C -1.627 2.373 0.649
C -2.935 3.172 0.376
C -3.442 3.737 1.701
C -3.884 2.631 2.658
C -3.059 1.348 2.476
C -1.642 1.681 2.022
C -1.994 -0.305 -0.738
C -3.549 -0.290 -0.713
C -4.211 -0.560 -2.058
C -3.656 -1.819 -2.705
C -2.161 -1.689 -2.934
C -1.399 -1.410 -1.639
H -0.492 3.292 -1.544
H 1.298 1.669 -2.424
H 0.821 3.057 -3.383
H -0.069 0.195 -3.910
H 1.098 1.121 -4.825
H -1.146 1.169 -5.933
H -0.617 2.769 -5.473
H -2.581 0.979 -3.955
H -2.994 2.438 -4.821
H -2.893 2.871 -2.392
H -1.762 3.846 -3.293
H -0.807 3.108 0.638
H -3.708 2.538 -0.074
H -2.725 3.976 -0.332
H -4.273 4.414 1.501
H -2.653 4.350 2.148
H -4.940 2.404 2.512
H -3.782 2.992 3.682
H -3.532 0.679 1.747
H -3.028 0.795 3.416
H -0.986 0.803 2.017
H -1.200 2.380 2.737
H -1.708 -0.555 0.298
H -3.930 0.632 -0.260
H -3.818 -1.096 -0.023
H -4.105 0.304 -2.726
H -5.280 -0.667 -1.874
H -4.160 -2.015 -3.651
H -3.861 -2.681 -2.062
H -1.970 -0.907 -3.667
H -1.756 -2.606 -3.365
H -0.337 -1.220 -1.846
H -1.432 -2.324 -1.031
```